112
Properties=species:S:1:pos:R:3:mulliken_charge:R:1 method="wB97M-V/def2-TZVPD" total_energy_ha=-5024.8720 charge=0 smiles="CC(=O)N(C)[C@H](C#N)[C@@H](N)C#N.CCOS(C)(=O)=O.CCOS(C)(=O)=O.CCOS(C)(=O)=O.CCOS(C)(=O)=O.CCOS(C)(=O)=O.CCOS(C)(=O)=O" homo_lumo_gap_ev=10.407
C 8.445 -2.440 -3.647 -1.01
C 7.997 -1.332 -2.580 0.29
O 8.049 -1.674 -1.348 -0.45
N 7.568 0.053 -2.870 0.09
C 8.279 0.659 -4.037 -0.79
C 6.087 0.207 -2.936 -0.13
C 5.504 0.361 -1.444 -0.14
N 5.085 0.576 -0.333 -0.56
C 5.293 -1.019 -3.629 0.75
N 4.560 -1.858 -2.597 -0.56
C 4.113 -0.343 -4.528 -0.03
N 3.317 0.158 -5.299 -0.52
H 7.938 -2.334 -4.684 0.32
H 9.578 -2.494 -3.836 0.32
H 8.134 -3.467 -3.212 0.29
H 9.321 0.996 -3.648 0.31
H 7.753 1.646 -4.349 0.32
H 8.427 -0.035 -4.936 0.30
H 5.807 1.157 -3.534 0.67
H 5.911 -1.651 -4.355 0.14
H 3.580 -1.511 -2.602 0.20
H 4.517 -2.818 -2.984 0.32
C 6.693 -3.169 2.392 -1.09
C 7.803 -2.270 1.879 -0.17
O 8.472 -1.605 2.950 -0.27
S 9.563 -2.432 3.813 1.23
C 10.292 -1.042 4.634 -0.92
O 10.536 -3.002 2.916 -0.64
O 8.871 -3.229 4.792 -0.61
H 7.099 -4.016 2.949 0.33
H 6.101 -3.563 1.562 0.37
H 6.034 -2.622 3.071 0.29
H 8.512 -2.830 1.263 0.32
H 7.369 -1.494 1.245 0.19
H 10.768 -0.404 3.890 0.31
H 11.036 -1.419 5.336 0.37
H 9.513 -0.501 5.170 0.31
C -2.431 -0.787 -3.196 -0.92
C -1.328 0.112 -3.721 -0.24
O -0.645 0.772 -2.658 -0.20
S 0.458 -0.057 -1.808 1.16
C 1.196 1.331 -0.991 -0.81
O 1.423 -0.621 -2.718 -0.68
O -0.221 -0.857 -0.823 -0.62
H -2.016 -1.635 -2.645 0.29
H -3.034 -1.179 -4.018 0.42
H -3.080 -0.241 -2.506 0.08
H -0.626 -0.447 -4.348 0.28
H -1.770 0.891 -4.348 0.28
H 1.663 1.972 -1.739 0.31
H 1.949 0.952 -0.299 0.38
H 0.423 1.870 -0.444 0.18
C -6.416 1.394 1.811 -0.81
C -5.939 2.772 1.395 -0.42
O -4.570 2.750 0.994 -0.24
S -4.203 2.193 -0.479 1.24
C -2.534 2.789 -0.527 -0.78
O -4.975 2.912 -1.459 -0.70
O -4.173 0.754 -0.436 -0.58
H -6.454 0.717 0.954 0.29
H -7.417 1.446 2.245 0.42
H -5.733 0.953 2.542 0.06
H -6.571 3.187 0.604 0.36
H -6.008 3.449 2.250 0.29
H -2.548 3.878 -0.500 0.42
H -2.079 2.442 -1.455 0.18
H -1.991 2.385 0.328 0.23
C -3.108 -0.728 7.634 -0.93
C -1.958 -0.686 6.645 -0.35
O -2.288 -1.356 5.431 -0.26
S -3.221 -0.588 4.352 1.12
C -2.927 -1.681 2.989 -0.96
O -2.634 0.692 4.051 -0.66
O -4.599 -0.721 4.753 -0.50
H -3.951 -0.128 7.282 0.23
H -2.797 -0.335 8.605 0.43
H -3.471 -1.751 7.764 0.25
H -1.643 0.343 6.449 0.31
H -1.100 -1.210 7.073 0.29
H -1.873 -1.629 2.717 0.35
H -3.547 -1.350 2.154 0.33
H -3.204 -2.693 3.282 0.35
C -1.979 5.000 -8.663 -0.98
C -0.771 4.223 -9.153 -0.35
O -0.367 3.234 -8.209 -0.26
S -1.204 1.851 -8.132 1.20
C -0.037 0.941 -7.158 -0.98
O -1.264 1.267 -9.447 -0.66
O -2.388 2.069 -7.341 -0.59
H -2.866 4.363 -8.627 0.29
H -2.192 5.840 -9.327 0.38
H -1.812 5.378 -7.651 0.26
H -0.960 3.773 -10.131 0.33
H 0.071 4.910 -9.272 0.27
H 0.883 0.822 -7.730 0.41
H -0.471 -0.035 -6.939 0.44
H 0.147 1.483 -6.232 0.24
C -6.915 -1.145 6.879 -0.63
C -7.939 -2.057 6.233 -0.52
O -9.264 -1.739 6.655 -0.25
S -10.003 -0.463 5.987 1.22
C -11.639 -0.833 6.562 -0.95
O -9.975 -0.603 4.554 -0.63
O -9.548 0.733 6.645 -0.60
H -7.015 -0.120 6.514 0.35
H -5.901 -1.484 6.657 0.09
H -7.051 -1.115 7.964 0.31
H -7.861 -2.028 5.142 0.31
H -7.746 -3.087 6.543 0.30
H -11.967 -1.769 6.111 0.31
H -12.294 -0.018 6.254 0.37
H -11.622 -0.908 7.649 0.31

---

116
Properties=species:S:1:pos:R:3:mulliken_charge:R:1 method="wB97M-V/def2-TZVPD" total_energy_ha=-20220.1496 charge=-1 homo_lumo_gap_ev=5.587
C 1.207 -5.142 2.095 -0.75
C 0.574 -3.734 2.604 -0.25
C 1.532 -2.381 2.366 -0.04
C 2.960 -2.973 2.908 -0.58
C 4.057 -1.911 3.472 -0.68
C 5.583 -2.597 3.508 0.04
F 6.019 -3.042 2.131 -0.26
Br 5.679 -4.245 4.657 -0.09
C 6.747 -1.540 4.009 0.59
F 7.044 -1.594 5.458 -0.23
F 6.479 -0.123 3.671 -0.20
Br 8.452 -2.022 2.997 -0.13
O 0.836 -1.449 3.316 -0.57
P 0.113 0.014 2.598 -0.17
C -1.423 -1.029 2.004 0.44
C -2.860 -0.259 2.045 -0.82
C -3.485 0.098 0.535 1.28
C -4.336 1.486 0.690 -0.70
C -3.784 2.758 -0.179 -0.27
N -3.762 2.510 -1.699 -0.40
C -0.676 0.162 4.329 -0.90
C -1.013 1.601 4.943 -0.03
O -0.267 2.043 5.997 -0.51
Cl -2.416 2.772 4.542 -0.14
P 1.919 0.948 3.513 0.58
O 3.012 1.357 2.454 -0.79
P -0.598 1.862 1.705 1.55
C -0.295 1.981 -0.184 0.26
C 0.186 3.452 2.354 -1.04
O 0.827 -0.347 1.049 -0.22
C 1.461 -1.677 0.846 0.58
C 0.880 -2.722 -0.251 -0.19
C 0.771 -2.271 -1.811 -1.00
C -0.380 -1.104 -2.117 2.01
C 0.014 -0.063 -3.310 -0.54
S 1.737 0.642 -3.266 -0.11
C 1.791 2.478 -3.615 0.08
N 1.407 3.310 -4.818 -0.21
N 1.757 4.610 -4.388 -0.22
C 2.350 4.602 -2.996 -0.16
O 2.376 3.232 -2.461 -0.06
B 2.922 -1.195 0.174 0.96
O 3.187 0.176 -0.329 -0.71
O 4.058 -2.166 -0.009 -0.75
H 2.087 -5.085 1.334 0.23
H 1.640 -5.696 3.060 0.27
H 0.361 -5.880 1.688 -0.07
H 0.462 -3.807 3.790 0.47
H -0.479 -3.648 2.104 -0.37
H 2.692 -3.645 3.860 0.53
H 3.528 -3.626 2.085 0.09
H 4.185 -0.921 2.872 0.21
H 3.836 -1.632 4.609 0.49
H -1.501 -1.893 2.825 0.20
H -1.299 -1.445 0.915 -0.76
H -3.642 -1.063 2.464 0.10
H -2.948 0.638 2.788 -0.11
H -2.683 0.081 -0.312 -0.89
H -4.278 -0.746 0.243 0.41
H -5.449 1.274 0.314 0.33
H -4.472 1.855 1.816 0.28
H -2.764 3.217 0.217 0.09
H -4.584 3.632 -0.034 0.34
H -3.424 3.444 -2.079 0.19
H -3.042 1.785 -1.910 0.02
H 0.134 -0.342 5.055 0.40
H -1.636 -0.528 4.502 0.82
H 2.394 0.003 4.533 -0.06
H 1.635 2.140 4.268 0.20
H 0.822 1.719 -0.513 -0.01
H -1.109 1.474 -0.852 -0.58
H -0.385 3.149 -0.429 0.40
H 1.341 3.477 2.052 0.24
H 0.041 3.708 3.482 0.29
H -0.295 4.361 1.748 0.31
H 1.606 -3.670 -0.240 0.24
H -0.195 -3.176 0.004 -0.22
H 1.777 -2.095 -2.383 0.33
H 0.314 -3.234 -2.360 0.31
H -0.633 -0.632 -1.081 -1.01
H -1.384 -1.645 -2.473 -0.66
H -0.741 0.843 -3.321 0.20
H -0.152 -0.625 -4.350 0.40
H 2.752 5.449 -2.298 0.31
H 3.703 0.167 -1.188 0.19
H 3.709 -3.105 -0.058 0.35
C -1.449 6.093 -6.157 0.34
Cl -2.547 5.598 -7.470 -0.13
Cl -0.268 4.795 -5.849 0.10
Cl -0.588 7.579 -6.632 -0.10
Cl -2.394 6.401 -4.678 -0.12
C 3.351 6.854 -7.937 0.31
Cl 2.838 5.568 -6.817 0.03
Cl 1.980 7.947 -8.255 -0.10
Cl 4.689 7.777 -7.209 -0.11
Cl 3.896 6.125 -9.469 -0.11
C -4.149 -1.342 -4.031 0.21
Cl -5.888 -1.374 -4.418 -0.12
Cl -3.205 -1.338 -5.542 0.00
Cl -3.776 0.126 -3.093 -0.06
Cl -3.728 -2.784 -3.072 -0.13
C -3.388 -2.833 -9.240 0.33
Cl -3.161 -3.575 -10.844 -0.11
Cl -2.014 -1.756 -8.884 -0.08
Cl -4.900 -1.890 -9.231 -0.09
Cl -3.478 -4.111 -8.002 -0.08
C -1.588 0.195 8.805 0.31
Cl -2.101 -1.091 9.926 -0.13
Cl -2.959 1.288 8.487 -0.11
Cl -0.250 1.118 9.533 -0.11
Cl -1.043 -0.534 7.273 0.03
C -3.688 -5.124 0.905 0.18
Cl -3.403 -4.171 -0.574 -0.05
Cl -3.557 -4.062 2.330 -0.06
Cl -5.319 -5.839 0.845 -0.11
Cl -2.474 -6.422 1.017 -0.10

---

23
Properties=species:S:1:pos:R:3:lowdin_spin:R:1 method="wB97M-V/def2-TZVPD" total_energy_ha=-1422.3205 charge=-1 multiplicity=2 s_squared=0.75 homo_lumo_gap_ev="5.249 / 5.216"
C -2.661 -1.016 0.354 0.00
C -1.737 -1.166 -0.762 0.00
C -1.451 0.130 -1.289 0.00
H -1.482 -2.120 -1.229 0.00
C -2.009 1.112 -0.423 0.00
C -2.812 0.442 0.584 0.00
H -3.208 0.903 1.520 0.00
H -2.920 -1.812 1.096 0.00
H -0.990 0.331 -2.266 0.00
H -1.937 2.198 -0.554 0.00
Ce -0.799 -0.305 1.733 1.01
Cl 0.187 -2.566 2.389 0.00
C 2.804 0.142 0.635 0.00
C 2.365 1.374 0.065 0.00
C 1.760 1.082 -1.202 0.00
H 2.300 2.336 0.585 0.00
C 1.824 -0.335 -1.402 0.00
C 2.460 -0.916 -0.258 0.00
H 2.534 -1.983 -0.055 0.00
H 3.181 0.009 1.653 0.00
H 1.229 1.789 -1.836 0.00
H 1.378 -0.886 -2.227 0.00
F -0.014 1.258 2.889 -0.01

---

107
Properties=species:S:1:pos:R:3:mulliken_charge:R:1 method="wB97M-V/def2-TZVPD" total_energy_ha=-2999.5884 charge=+1 homo_lumo_gap_ev="7.021 / 7.018"
Pt -0.786 0.307 0.344 2.60
C 3.183 -2.163 2.171 0.14
O 3.625 -1.273 3.182 -0.40
C 4.722 -0.465 2.926 0.67
C 5.843 -0.651 3.729 -0.45
C 6.939 0.184 3.638 -0.56
C 6.942 1.204 2.703 -0.72
C 5.839 1.401 1.897 -0.93
C 4.700 0.600 2.010 0.06
N 3.633 0.887 1.151 0.38
C 2.276 0.735 1.316 -0.05
N 1.853 0.716 2.594 0.59
C 0.576 0.710 3.182 0.96
C -0.594 0.630 2.413 -0.42
C -1.839 0.704 3.025 0.26
C -1.948 0.770 4.402 -1.00
C -0.802 0.829 5.161 -0.46
C 0.468 0.836 4.584 0.69
O 1.418 1.022 5.554 -0.50
C 2.816 0.924 5.436 -0.70
N 1.488 0.732 0.278 -0.45
C 1.935 0.834 -1.046 0.64
C 1.288 1.763 -1.860 -0.37
C 1.597 1.901 -3.199 -0.80
C 2.566 1.090 -3.760 -0.88
C 3.235 0.164 -2.976 -1.08
C 2.935 0.020 -1.629 -0.03
O 3.558 -0.903 -0.818 0.25
C 4.653 -1.617 -1.344 -1.21
H 3.762 -3.092 2.199 0.37
H 3.246 -1.727 1.174 -0.33
H 2.141 -2.383 2.408 0.12
H 5.824 -1.468 4.432 0.50
H 7.785 0.040 4.290 0.44
H 7.796 1.854 2.606 0.44
H 5.834 2.200 1.170 0.49
H 3.907 1.279 0.261 0.49
H 2.608 0.723 3.261 -0.74
H -2.742 0.709 2.426 0.19
H -2.915 0.776 4.882 0.49
H -0.836 0.907 6.235 0.47
H 3.177 1.038 6.461 0.34
H 3.244 1.736 4.837 0.34
H 3.137 -0.052 5.066 0.20
H 0.527 2.390 -1.420 0.29
H 1.086 2.642 -3.795 0.52
H 2.826 1.171 -4.804 0.46
H 4.006 -0.436 -3.433 0.53
H 5.052 -2.198 -0.513 0.30
H 5.428 -0.944 -1.721 0.38
H 4.348 -2.301 -2.141 0.29
C -5.123 -1.441 1.278 -0.92
O -4.081 -0.536 0.898 -0.04
P -2.857 -1.034 -0.032 -0.99
O -3.743 -1.474 -1.305 -0.14
C -3.360 -2.394 -2.305 -0.54
O -2.549 -2.536 0.538 -0.27
C -1.800 -2.664 1.730 -0.19
H -5.410 -1.192 2.300 0.25
H -4.764 -2.469 1.237 0.41
H -5.974 -1.336 0.606 0.21
H -4.281 -2.742 -2.773 0.34
H -2.837 -3.242 -1.866 0.32
H -2.730 -1.910 -3.052 0.05
H -1.557 -3.720 1.842 0.36
H -2.371 -2.328 2.598 0.25
H -0.879 -2.065 1.670 -0.25
O -7.559 0.245 -0.789 -0.47
C -7.378 1.624 -0.622 -0.58
N -5.965 1.843 -0.436 -0.04
C -5.446 3.087 -0.506 0.05
O -6.114 4.072 -0.747 -0.66
C -3.974 3.185 -0.241 0.12
C -3.469 4.376 0.275 -0.67
C -2.111 4.464 0.545 -1.27
C -1.315 3.356 0.331 0.07
N -1.791 2.229 -0.205 -0.08
C -3.083 2.156 -0.516 -0.65
H -8.477 0.082 -1.028 0.28
H -7.939 1.991 0.258 0.33
H -7.701 2.201 -1.503 0.39
H -5.432 1.046 -0.122 0.18
H -4.138 5.202 0.450 0.53
H -1.675 5.378 0.911 0.47
H -0.259 3.372 0.576 0.37
H -3.402 1.259 -1.030 1.22
C -1.302 0.519 -4.674 -1.10
N -0.554 -0.656 -4.289 0.64
C -0.158 -1.559 -5.351 -0.74
C 1.070 -2.337 -4.911 -0.44
C 0.731 -3.025 -3.599 -0.71
N 0.307 -2.041 -2.626 0.79
C 0.467 -2.398 -1.236 -0.36
C -0.407 -0.935 -2.970 -0.56
O -0.899 -0.182 -2.118 -0.60
H -0.717 1.105 -5.385 0.39
H -1.494 1.109 -3.780 0.20
H -2.257 0.248 -5.134 0.33
H 0.066 -0.965 -6.241 0.39
H -0.981 -2.247 -5.599 0.23
H 1.892 -1.636 -4.761 0.06
H 1.360 -3.074 -5.658 0.40
H 1.600 -3.550 -3.197 0.41
H -0.064 -3.768 -3.764 0.27
H 1.514 -2.623 -1.028 0.44
H -0.140 -3.270 -0.977 0.48
H 0.154 -1.547 -0.609 -0.73

---

What did the third record say?
23
Properties=species:S:1:pos:R:3:lowdin_spin:R:1 method="wB97M-V/def2-TZVPD" total_energy_ha=-1422.3205 charge=-1 multiplicity=2 s_squared=0.75 homo_lumo_gap_ev="5.249 / 5.216"
C -2.661 -1.016 0.354 0.00
C -1.737 -1.166 -0.762 0.00
C -1.451 0.130 -1.289 0.00
H -1.482 -2.120 -1.229 0.00
C -2.009 1.112 -0.423 0.00
C -2.812 0.442 0.584 0.00
H -3.208 0.903 1.520 0.00
H -2.920 -1.812 1.096 0.00
H -0.990 0.331 -2.266 0.00
H -1.937 2.198 -0.554 0.00
Ce -0.799 -0.305 1.733 1.01
Cl 0.187 -2.566 2.389 0.00
C 2.804 0.142 0.635 0.00
C 2.365 1.374 0.065 0.00
C 1.760 1.082 -1.202 0.00
H 2.300 2.336 0.585 0.00
C 1.824 -0.335 -1.402 0.00
C 2.460 -0.916 -0.258 0.00
H 2.534 -1.983 -0.055 0.00
H 3.181 0.009 1.653 0.00
H 1.229 1.789 -1.836 0.00
H 1.378 -0.886 -2.227 0.00
F -0.014 1.258 2.889 -0.01